Record 1
{"formula": "C14H13AuN5", "method": "wB97M-V/def2-TZVPD", "elements": ["Au", "C", "C", "C", "C", "C", "C", "N", "N", "C", "C", "C", "C", "C", "N", "H", "H", "H", "H", "H", "H", "H", "H", "H", "N", "C", "C", "N", "C", "H", "H", "H", "H"], "coordinates": [[1.0516, 0.4536, -0.3384], [-1.7164, -4.6390, -0.7423], [-2.8674, -3.9768, -0.3030], [-2.8494, -2.6255, -0.0451], [-1.6695, -1.9071, -0.3505], [-0.5096, -2.5412, -0.7443], [-0.5437, -3.9190, -0.9562], [-1.8718, -0.5159, -0.0654], [-1.0095, 0.3711, -0.1814], [-1.4749, 1.7251, 0.1066], [-2.7149, 1.9607, 0.6921], [-3.0278, 3.2422, 1.1019], [-2.0141, 4.2022, 1.0166], [-0.7827, 3.8141, 0.4924], [-0.4832, 2.5813, 0.0811], [-1.7221, -5.7551, -0.9080], [-3.7541, -4.5378, -0.0880], [-3.6978, -2.1488, 0.3465], [0.3924, -1.9740, -0.8985], [0.3661, -4.4448, -1.2156], [-3.4000, 1.1356, 0.8058], [-3.9673, 3.5735, 1.5022], [-2.1497, 5.2433, 1.3408], [-0.0022, 4.5037, 0.3464], [5.1200, 0.5642, 0.6028], [5.2875, 0.8607, -0.7382], [4.0411, 0.9079, -1.2394], [3.0969, 0.5918, -0.2298], [3.7851, 0.4203, 0.8562], [5.8326, 0.5105, 1.3438], [6.2477, 1.0586, -1.1509], [3.6532, 1.1678, -2.2104], [3.3542, 0.0969, 1.7701]], "atomic_forces_ev_per_a": [[0.5, -0.3, -0.1], [0.0, -0.8, -0.2], [0.4, -0.5, 0.2], [1.7, -0.6, -1.1], [-1.1, 1.1, 1.3], [0.0, -0.5, -0.4], [0.1, 0.1, 0.3], [0.3, -0.1, -0.5], [-0.5, -0.5, -0.2], [0.0, -0.9, 1.7], [-0.5, -0.2, -0.5], [1.1, 0.8, 0.0], [0.2, 0.0, -0.3], [-0.6, -0.2, 0.0], [-0.6, 0.7, -0.4], [0.0, 1.4, 0.2], [-0.3, -0.2, 0.0], [-0.9, 0.8, 0.3], [0.2, 0.0, -0.1], [0.0, 0.1, -0.2], [-0.1, 0.0, -0.1], [-0.4, -0.5, 0.1], [0.0, -0.6, -0.2], [0.8, 0.9, 0.2], [-0.4, -0.2, 1.2], [-0.5, 0.1, 1.1], [-1.7, -0.1, -0.2], [0.8, 0.5, -1.4], [1.5, -0.3, -0.2], [-0.5, 0.0, -0.9], [0.3, 0.1, -0.3], [0.4, -0.1, -0.1], [0.0, 0.0, 0.7]], "lowdin_charge": [0.854, -0.050, -0.062, -0.002, -0.228, -0.041, -0.063, 0.098, -0.106, -0.330, 0.000, -0.033, -0.030, -0.113, 0.058, 0.135, 0.107, 0.101, 0.045, 0.110, 0.107, 0.114, 0.122, 0.099, 0.076, -0.059, -0.105, -0.153, -0.183, 0.179, 0.121, 0.107, 0.122], "orbital_gap_ev": 7.987, "charge": 1, "spin_multiplicity": 1}

---

Record 2
{"formula": "C4H7N3", "method": "wB97M-V/def2-TZVPD", "elements": ["N", "C", "C", "C", "N", "C", "N", "H", "H", "H", "H", "H", "H", "H"], "coordinates": [[1.2201, 1.1296, 1.8664], [0.3671, 0.5627, 0.9428], [-0.6374, 0.8294, 0.0717], [-0.6914, -0.3385, -0.8064], [-1.5699, -0.4623, -1.8786], [0.2282, -1.2455, -0.4044], [0.8663, -0.7400, 0.7414], [2.0129, 0.5142, 1.6273], [1.2921, 2.1325, 1.9757], [-1.2023, 1.7440, -0.0700], [-1.2088, -1.0568, -2.6113], [-1.8851, 0.4223, -2.2460], [0.5271, -2.2068, -0.7918], [0.6811, -1.2847, 1.5831]], "atomic_forces_ev_per_a": [[-0.2, -0.2, 0.2], [0.0, -0.5, -0.2], [0.2, 0.0, -0.1], [0.0, -0.2, 0.0], [-0.1, 0.1, -0.2], [-0.6, -0.2, -0.1], [-0.3, -0.2, -0.2], [0.5, 1.8, 1.1], [0.2, -0.4, -0.2], [0.2, -0.1, 0.1], [-0.1, 0.1, 0.0], [0.0, 0.0, -0.1], [-0.3, 0.0, -0.1], [0.4, -0.1, -0.1]], "lowdin_charge": [0.094, -0.400, 0.015, -0.364, 0.077, -0.112, -0.012, 0.102, 0.093, 0.098, 0.085, 0.077, 0.100, 0.147], "orbital_gap_ev": 8.154, "e_above_lowest_kj_mol": 103.0, "spin_multiplicity": 1}

---

Record 3
{"formula": "C3H6N2O2", "method": "wB97M-V/def2-TZVPD", "elements": ["C", "C", "C", "H", "H", "H", "H", "H", "H", "N", "N", "O", "O"], "coordinates": [[0.7554, 0.1130, 0.1385], [-0.3999, -0.1817, -0.9016], [-1.0455, -1.0994, 1.1212], [0.8940, 2.3727, -0.3032], [2.4145, 1.6342, 0.1694], [1.8501, -0.4850, -0.1761], [-0.9528, 0.8033, -1.0063], [0.1619, -0.4508, -1.5167], [-2.0792, -1.2796, -0.6124], [1.2565, 1.3777, 0.1762], [-1.1240, -1.1435, -0.3307], [-1.8312, -1.4550, 1.9076], [0.1004, -0.2060, 1.3340]], "atomic_forces_ev_per_a": [[1.3, -2.0, -1.6], [-4.1, 8.2, 8.5], [2.2, 3.4, -3.7], [0.2, -4.2, 1.7], [-4.5, -1.9, 0.2], [-3.5, 0.4, 1.4], [0.7, -0.9, -0.5], [7.3, -3.8, -11.3], [-0.1, -0.2, -0.2], [4.5, 8.2, -1.6], [-2.7, -3.8, 4.2], [-0.2, -0.8, 1.2], [-1.2, -2.4, 1.8]], "lowdin_charge": [-0.483, -0.179, -0.414, 0.163, 0.171, 0.206, 0.162, -0.004, 0.143, -0.027, 0.071, 0.165, 0.024], "orbital_gap_ev": 10.435, "e_above_lowest_kj_mol": 469.5, "spin_multiplicity": 1}

---

Record 4
{"formula": "C19H16BCdF4N7OS2", "method": "wB97M-V/def2-TZVPD", "elements": ["Cd", "S", "C", "C", "N", "C", "S", "C", "N", "O", "C", "C", "C", "C", "C", "C", "C", "N", "C", "C", "N", "H", "H", "H", "H", "H", "H", "H", "C", "C", "N", "H", "H", "H", "C", "C", "N", "C", "C", "N", "H", "H", "H", "H", "H", "H", "F", "B", "F", "F", "F"], "coordinates": [[-1.0219, -0.3679, 0.1418], [-3.6031, -0.2783, 0.2431], [-3.8781, -0.3854, -1.4674], [-5.0659, 0.2656, -1.9516], [-6.0315, 0.7716, -2.3286], [-3.0749, -1.0310, -2.3693], [-1.6088, -1.8721, -1.9796], [-3.4215, -0.9791, -3.7631], [-3.6749, -0.9279, -4.8879], [1.0558, -0.5148, -1.2514], [2.2979, -0.7141, -1.1375], [3.0904, -1.1354, -2.2587], [4.4487, -1.3198, -2.1757], [5.1315, -1.1122, -0.9678], [4.3961, -0.7286, 0.1381], [3.0140, -0.5307, 0.0932], [2.2848, -0.1342, 1.2935], [0.9781, -0.1304, 1.5144], [0.7895, 0.2757, 2.8227], [1.9856, 0.5361, 3.4004], [2.9258, 0.2757, 2.4229], [2.5562, -1.3044, -3.1867], [5.0015, -1.6387, -3.0536], [6.2020, -1.2612, -0.8976], [4.9272, -0.5947, 1.0768], [-0.1903, 0.3623, 3.2511], [2.2515, 0.8870, 4.3817], [3.9169, 0.3782, 2.5191], [-1.3213, -5.0410, 1.5789], [-1.1178, -3.6011, 1.6768], [-0.9905, -2.4658, 1.7535], [-0.3933, -5.5231, 1.2767], [-2.0869, -5.2427, 0.8312], [-1.6406, -5.4383, 2.5404], [-0.4300, 1.5004, -3.0881], [-0.5568, 2.3140, -1.8494], [-0.9666, 1.8967, -0.6754], [-0.9692, 2.9812, 0.1760], [-0.5518, 4.0822, -0.4997], [-0.2951, 3.6441, -1.7884], [-0.0426, 0.5137, -2.8300], [0.2477, 1.9817, -3.7976], [-1.4047, 1.3720, -3.5643], [-1.2818, 2.8765, 1.2046], [-0.4210, 5.1081, -0.2036], [0.0278, 4.2048, -2.5543], [-2.4304, 0.4329, 4.8087], [-2.3143, 1.6098, 4.0439], [-1.2389, 2.3896, 4.5532], [-3.5021, 2.3538, 4.0891], [-2.0025, 1.2593, 2.6956]], "atomic_forces_ev_per_a": [[0.4, -0.1, -0.4], [0.0, 0.0, 0.2], [0.0, 0.0, 0.0], [0.1, 0.0, 0.0], [0.0, 0.0, 0.0], [-0.1, 0.0, 0.0], [0.1, -0.1, 0.0], [0.0, 0.1, 0.1], [0.0, -0.1, 0.0], [0.0, 0.0, -0.1], [0.0, 0.0, 0.0], [0.1, 0.0, 0.0], [-0.1, 0.0, 0.1], [0.0, 0.0, -0.1], [0.0, 0.0, 0.0], [0.0, 0.0, 0.0], [-0.1, 0.0, 0.0], [-0.4, 0.2, 0.2], [0.1, -0.1, 0.0], [0.1, -0.1, -0.1], [0.0, 0.0, 0.1], [0.0, 0.0, 0.0], [0.0, 0.0, 0.0], [0.0, 0.0, 0.0], [0.0, 0.0, 0.0], [0.0, 0.0, 0.0], [0.0, 0.0, 0.0], [0.0, 0.0, 0.0], [0.0, 0.1, -0.1], [-0.1, 0.0, 0.0], [0.0, 0.0, 0.0], [0.0, 0.0, 0.0], [0.0, 0.0, 0.0], [0.0, 0.0, 0.0], [0.0, 0.0, 0.0], [0.0, 0.1, 0.0], [0.2, -0.1, 0.2], [-0.1, 0.0, 0.0], [0.0, 0.0, -0.1], [0.0, 0.1, 0.0], [0.0, 0.0, 0.0], [0.0, 0.0, 0.0], [0.0, 0.0, 0.0], [0.0, 0.0, 0.0], [0.0, 0.0, 0.0], [0.0, 0.0, 0.0], [0.0, 0.1, -0.1], [0.1, 0.1, 0.0], [-0.1, -0.1, -0.1], [0.2, -0.1, 0.0], [-0.2, 0.1, 0.2]], "lowdin_charge": [1.177, 0.436, -0.847, -0.330, 0.111, -0.854, 0.423, -0.340, 0.108, -0.223, -0.410, -0.031, -0.141, -0.158, -0.090, -0.101, -0.281, 0.035, -0.135, -0.091, 0.079, 0.102, 0.083, 0.071, 0.085, 0.074, 0.099, 0.124, -0.063, -0.250, 0.129, 0.078, 0.084, 0.076, -0.013, -0.384, 0.030, -0.122, -0.106, 0.076, 0.032, 0.073, 0.079, 0.097, 0.092, 0.140, 0.079, -1.249, 0.057, 0.089, 0.004], "orbital_gap_ev": 5.832, "charge": -2, "e_above_lowest_kj_mol": 106.6, "spin_multiplicity": 1}

---

no.,LUMO (eV)
1,-4.04
2,1.12
3,0.77
4,4.43